(1)
DFT (ωB97M-V with the def2-TZVPD basis set) results for a molecular structure, C9H9ClNO13P2Se3TeTi in a non-equilibrium geometry.

Values from the calculation:
Relative energy (zero: lowest compared OMol25 entry of this formula, charge and spin)   2.9452 eV
Multiplicity   2
Gap between HOMO and LUMO (spin up / spin down)   5.467 / 4.962 eV
Highest occupied orbital energy (spin up / spin down)   -1.484 / -1.284 eV
Max |F|   3.93 eV Å⁻¹
Calculated total energy   -10846.4547 Eh
M   848.9 g mol⁻¹
Expectation value of S²   1.187
Net charge   -2

Last column: Löwdin charge in e.
Atoms and positions in Å:
Ti (0.1879, -0.3587, -0.1057)  0.66
O (-2.8715, 3.1547, 0.9896)  0.05
C (-2.4340, 1.9087, 1.1935)  -0.55
O (-1.9769, 1.5341, 2.2410)  0.08
C (-2.7159, 1.0079, 0.0378)  -0.20
C (-3.9063, 1.1630, -0.6096)  -0.03
C (-4.2602, 0.2599, -1.6466)  -0.09
C (-3.4373, -0.7677, -1.9280)  -0.02
C (-2.1977, -0.9140, -1.2317)  -0.20
N (-1.7872, 0.0458, -0.2846)  0.01
C (-1.3250, -1.9689, -1.3947)  -0.45
O (-1.5433, -2.9060, -2.3553)  0.07
O (-0.2316, -2.0220, -0.6933)  -0.08
H (-2.5122, 3.7322, 1.6788)  0.11
H (-4.5758, 1.9510, -0.2980)  0.11
H (-5.1843, 0.3955, -2.1938)  0.10
H (-3.6599, -1.5007, -2.6910)  0.12
H (-1.0581, -2.5780, -3.1381)  0.10
Se (1.2744, 1.4685, 2.0164)  0.13
Se (1.7545, 3.3017, 3.2235)  -0.07
Te (0.3654, 4.5303, -0.1001)  0.08
Se (0.5668, 2.0229, -0.0862)  0.04
O (3.7856, -1.3063, 1.5766)  -0.12
P (2.7353, -1.6756, 0.4239)  0.24
O (3.3511, -2.4517, -0.6439)  -0.24
O (2.0452, -0.3519, 0.0553)  -0.48
O (1.6284, -2.5540, 1.2465)  -0.23
P (0.5188, -2.0077, 2.2636)  0.24
O (1.5021, -1.3908, 3.4150)  -0.17
O (-0.3335, -3.0690, 2.7992)  -0.25
O (-0.1555, -0.7827, 1.6460)  -0.44
H (3.3814, -0.8662, 2.3382)  0.05
H (1.0643, -1.4812, 4.2706)  0.08
Cl (-2.0979, 1.3538, -4.7771)  0.55
C (-1.0000, 1.4209, -3.3878)  -0.49
C (-0.2859, 0.0841, -3.1114)  -0.67
O (-0.2920, -0.8170, -3.9395)  0.02
O (0.3936, 0.1313, -2.0169)  -0.22
H (-1.5621, 1.7482, -2.5156)  0.06
H (-0.2364, 2.1647, -3.6079)  0.08

---

(2)
DFT (ωB97M-V with the def2-TZVPD basis set) results for a single C5H7F3N2S molecule in a non-equilibrium geometry.

Values from the calculation:
Relative energy (zero: lowest compared OMol25 entry of this formula, charge and spin)   0.0000 eV
Multiplicity   1
Gap between HOMO and LUMO   8.694 eV
Highest occupied orbital energy   -7.955 eV
Max |F|   3.81 eV Å⁻¹
Calculated total energy   -1001.9821 Eh
M   184.2 g mol⁻¹
SMILES   CC1=NN(C)[C@@H](C(F)(F)F)S1
Net charge   0

Last column: Löwdin charge in e.
Atoms and positions in Å:
C (0.1882, -1.2354, -0.3737)  -0.62
C (-1.8146, -0.2167, 0.6947)  -0.44
C (1.2432, -2.1425, -0.8638)  -0.09
C (-0.7896, 2.0227, 0.4063)  -0.04
C (-3.4555, -0.0779, -0.1269)  -0.58
N (0.1739, 0.0197, -0.4987)  0.06
N (-0.8946, 0.6335, 0.0443)  -0.26
F (-4.0299, 1.0706, 0.2474)  0.12
F (-3.3277, -0.0771, -1.4516)  0.13
F (-4.2449, -1.0835, 0.2364)  0.12
S (-1.2067, -1.8871, 0.5567)  1.00
H (-2.0917, 0.0738, 1.7107)  0.10
H (0.8085, -2.9806, -1.4040)  0.08
H (1.7997, -2.5382, -0.0140)  0.08
H (1.9204, -1.5963, -1.5151)  0.08
H (0.0225, 2.4496, -0.1742)  0.09
H (-1.7195, 2.5423, 0.1687)  0.08
H (-0.5762, 2.1444, 1.4739)  0.09

---

(3)
DFT (ωB97M-V with the def2-TZVPD basis set) results for a molecular structure, C29H68N12O30Si2 in a non-equilibrium geometry.

Values from the calculation:
Multiplicity   1
Gap between HOMO and LUMO   8.864 eV
Highest occupied orbital energy   -9.240 eV
Max |F|   1.23 eV Å⁻¹
Calculated total energy   -4638.2548 Eh
M   1121.1 g mol⁻¹
Net charge   0

Last column: Löwdin charge in e.
Atoms and positions in Å:
C (1.3770, -2.7622, 2.1069)  -0.07
C (1.9312, -2.3950, 0.7313)  -0.27
O (1.6189, -1.0400, 0.3363)  -0.16
Si (1.5584, -0.8279, -1.3077)  0.33
C (1.3609, 0.9675, -1.7774)  -0.17
C (1.7610, 2.0530, -0.7348)  -0.22
C (0.5527, 2.5202, 0.1000)  -0.15
C (0.9594, 3.2605, 1.3928)  -0.15
O (0.4994, 2.5449, 2.5659)  -0.05
C (1.4658, 2.6242, 3.5471)  -0.53
C (2.3063, 1.3897, 3.6474)  0.03
O (1.6089, 3.6118, 4.2097)  0.13
O (0.3635, -1.7794, -1.9689)  -0.17
Si (-1.1928, -1.6639, -1.4111)  0.44
C (-1.9627, 0.0026, -1.7609)  -0.16
C (-3.4776, 0.0211, -1.6886)  -0.20
O (-3.9737, 1.3477, -2.0325)  -0.05
C (-4.6794, 1.9152, -0.9859)  -0.48
O (-5.8269, 1.6370, -0.7983)  0.15
C (-3.8841, 2.8678, -0.1335)  -0.12
C (-3.2251, 2.1307, 1.0438)  -0.06
C (-1.4036, -2.0753, 0.3926)  -0.15
C (-2.8828, -2.2282, 0.8644)  -0.45
C (-3.0613, -3.5478, 1.6253)  -0.03
O (-3.1702, -1.1140, 1.6997)  -0.06
O (-2.1228, -2.7625, -2.3444)  -0.17
N (-2.1868, -4.0396, -1.7667)  -0.06
O (-3.2115, -4.5474, -1.9831)  0.08
N (3.0740, -1.4460, -1.9432)  -0.09
C (3.0480, -1.5121, -3.4346)  -0.07
C (4.2025, -0.7204, -1.4536)  -0.51
C (5.0078, -1.3786, -0.3598)  0.00
O (4.5276, 0.3573, -1.8936)  0.09
H (2.1221, -2.7089, 2.8931)  0.03
H (1.0651, -3.8100, 2.0641)  0.09
H (0.5072, -2.1784, 2.3889)  0.06
H (3.0073, -2.5598, 0.7238)  0.09
H (1.5203, -3.0934, -0.0043)  0.11
H (0.3618, 1.2044, -2.1461)  0.07
H (2.0324, 1.0944, -2.6312)  0.08
H (2.5744, 1.7215, -0.0878)  0.10
H (2.1378, 2.8945, -1.3188)  0.12
H (-0.0533, 3.1863, -0.5124)  0.12
H (0.0085, 1.6222, 0.4023)  0.10
H (0.4807, 4.2350, 1.3857)  0.09
H (2.0451, 3.3651, 1.4126)  0.13
H (2.6502, 1.2363, 4.6659)  0.09
H (1.7127, 0.5470, 3.3202)  0.08
H (3.1445, 1.4727, 2.9527)  0.07
H (-1.6833, 0.2542, -2.7890)  0.07
H (-1.5364, 0.7770, -1.1232)  0.07
H (-3.9263, -0.6903, -2.3815)  0.13
H (-3.8409, -0.2110, -0.6857)  0.11
H (-4.5534, 3.6148, 0.2800)  0.08
H (-3.1371, 3.3478, -0.7661)  0.12
H (-2.6578, 2.8455, 1.6397)  0.06
H (-3.9947, 1.6677, 1.6625)  0.09
H (-2.5471, 1.3375, 0.7309)  0.05
H (-0.8205, -2.9553, 0.6590)  0.07
H (-1.0093, -1.2066, 0.9252)  0.09
H (-3.5773, -2.2149, 0.0244)  0.12
H (-2.1986, -3.7256, 2.2707)  0.08
H (-3.9505, -3.4971, 2.2530)  0.09
H (-3.1461, -4.3695, 0.9153)  0.07
H (-2.7305, -1.2798, 2.5431)  0.08
H (2.0964, -1.1629, -3.8415)  0.07
H (3.8247, -0.8764, -3.8551)  0.09
H (3.1891, -2.5459, -3.7426)  0.08
H (5.9750, -0.8874, -0.3170)  0.08
H (5.1771, -2.4292, -0.5996)  0.09
H (4.5187, -1.2909, 0.6079)  0.06
C (-6.3411, 6.5768, 2.3047)  0.05
N (-5.3524, 5.9458, 1.3875)  -0.45
O (-5.7434, 5.5824, 0.2990)  0.07
O (-4.2150, 5.8331, 1.7995)  0.06
H (-7.3009, 6.6042, 1.8034)  0.10
H (-6.3795, 5.9711, 3.2049)  0.10
H (-5.9801, 7.5753, 2.5309)  0.10
C (-0.8758, -3.8588, -5.1742)  0.05
N (0.2806, -3.8353, -6.1095)  -0.44
O (0.0772, -4.0919, -7.2788)  0.07
O (1.3677, -3.5617, -5.6377)  0.04
H (-1.7657, -4.1144, -5.7368)  0.10
H (-0.6632, -4.6045, -4.4127)  0.09
H (-0.9610, -2.8700, -4.7328)  0.08
C (4.3481, -4.5198, 5.6966)  0.06
N (3.6505, -3.4768, 4.8975)  -0.42
O (2.4387, -3.4871, 4.8779)  0.06
O (4.3472, -2.6707, 4.3106)  0.05
H (3.5989, -5.1535, 6.1552)  0.10
H (4.9832, -5.0783, 5.0154)  0.10
H (4.9454, -4.0058, 6.4434)  0.10
C (-3.6645, 1.6261, -5.3138)  0.06
N (-2.4405, 0.7869, -5.3525)  -0.44
O (-1.3647, 1.3348, -5.2188)  0.05
O (-2.5839, -0.4052, -5.5363)  0.05
H (-3.3605, 2.6536, -5.1566)  0.10
H (-4.1701, 1.5048, -6.2675)  0.10
H (-4.2820, 1.2716, -4.4931)  0.09
C (0.3152, -1.0013, 6.7044)  0.04
N (0.7984, -1.6420, 7.9594)  -0.45
O (-0.0277, -2.0622, 8.7410)  0.07
O (2.0027, -1.7021, 8.1186)  0.04
H (-0.7644, -1.0221, 6.6989)  0.08
H (0.6912, 0.0174, 6.6952)  0.10
H (0.7293, -1.5747, 5.8799)  0.09
C (6.0636, 0.1665, 4.3907)  0.05
N (5.9809, 0.1795, 2.9054)  -0.43
O (5.3257, 1.0580, 2.3807)  0.05
O (6.5682, -0.7014, 2.3128)  0.07
H (5.4895, 1.0029, 4.7712)  0.09
H (5.6544, -0.7832, 4.7219)  0.07
H (7.1133, 0.2483, 4.6562)  0.10
C (0.8830, 8.0371, 1.8385)  0.05
N (0.7528, 7.2676, 0.5709)  -0.44
O (1.3206, 7.6874, -0.4127)  0.08
O (0.0808, 6.2561, 0.6176)  0.04
H (1.5059, 8.9029, 1.6490)  0.09
H (-0.1180, 8.3245, 2.1452)  0.10
H (1.3318, 7.3741, 2.5726)  0.10
C (-0.3911, 0.1364, -8.3607)  0.04
N (-1.0713, 1.2991, -8.9929)  -0.45
O (-2.2870, 1.3231, -8.9747)  0.05
O (-0.3633, 2.1531, -9.4807)  0.07
H (-1.1510, -0.5315, -7.9736)  0.08
H (0.2147, -0.3500, -9.1183)  0.10
H (0.2326, 0.5281, -7.5616)  0.10
C (-2.6317, 2.7382, 4.6244)  0.06
N (-2.4638, 1.2911, 4.9300)  -0.42
O (-1.7713, 0.9864, 5.8806)  0.06
O (-3.0238, 0.5094, 4.1940)  0.07
H (-2.0734, 3.3082, 5.3570)  0.10
H (-2.2500, 2.8978, 3.6201)  0.07
H (-3.6948, 2.9549, 4.6712)  0.10
C (2.2252, -6.8552, -5.8377)  0.04
N (1.2830, -7.1778, -4.7324)  -0.45
O (0.1594, -7.5326, -5.0287)  0.06
O (1.7000, -7.0502, -3.6007)  0.06
H (1.7148, -7.0085, -6.7812)  0.10
H (2.5172, -5.8157, -5.7145)  0.08
H (3.0850, -7.5117, -5.7458)  0.10

---

(4)
DFT (ωB97M-V with the def2-TZVPD basis set) results for 2 unconnected molecules or ions with the total composition C3H8OS2 in a non-equilibrium geometry.

Values from the calculation:
Relative energy (zero: lowest compared OMol25 entry of this formula, charge and spin)   1.1970 eV
Multiplicity   1
Gap between HOMO and LUMO   9.732 eV
Highest occupied orbital energy   -9.156 eV
Max |F|   1.52 eV Å⁻¹
Calculated total energy   -990.6666 Eh
M   124.2 g mol⁻¹
SMILES   C=CO.CSS
Net charge   0

Last column: Löwdin charge in e.
Atoms and positions in Å:
C (-2.1032, -0.6059, -0.4347)  -0.51
S (-1.3487, -2.1847, -0.7777)  0.35
S (-0.7598, -2.9955, 1.0373)  0.30
H (-2.2283, -0.0856, -1.3817)  0.03
H (-1.4289, 0.0046, 0.1670)  0.01
H (-3.0275, -0.6594, 0.1382)  0.03
H (0.4904, -2.4778, 1.1175)  -0.22
C (1.4946, 0.3331, -0.2197)  0.00
C (1.5491, 1.6444, -0.1458)  -0.29
O (1.9291, 2.3816, 0.9385)  -0.02
H (1.3383, -0.1359, -1.1852)  0.05
H (1.6204, -0.4662, 0.4966)  0.05
H (1.2364, 2.2569, -0.9808)  0.11
H (1.2378, 2.9904, 1.2307)  0.10